{"formula": "C13H20IrOS3Sb3", "method": "ωB97M-V with the def2-TZVPD basis set", "symbols": ["Ir", "C", "Sb", "C", "C", "C", "C", "C", "C", "C", "C", "C", "Sb", "C", "C", "H", "H", "H", "H", "H", "H", "H", "H", "H", "H", "H", "H", "H", "H", "H", "H", "H", "H", "H", "H", "S", "Sb", "S", "S", "O", "C"], "xyz": [[-0.913, 1.542, -1.325], [-3.349, 1.033, 1.774], [-1.947, -0.009, 0.586], [-2.999, -1.668, -0.190], [-0.697, -0.958, 2.032], [0.364, -1.814, 1.399], [0.087, -3.156, 1.148], [1.033, -3.995, 0.578], [2.288, -3.498, 0.262], [2.580, -2.168, 0.519], [1.631, -1.313, 1.078], [2.011, 0.117, 1.338], [1.607, 1.311, -0.380], [2.810, 0.439, -1.885], [2.445, 3.219, -0.010], [-3.791, 0.321, 2.470], [-4.127, 1.468, 1.152], [-2.844, 1.820, 2.331], [-3.570, -2.108, 0.626], [-2.284, -2.395, -0.570], [-3.670, -1.355, -0.985], [-1.396, -1.573, 2.602], [-0.311, -0.204, 2.713], [-0.878, -3.559, 1.432], [0.797, -5.036, 0.405], [3.044, -4.146, -0.159], [3.575, -1.791, 0.310], [3.087, 0.221, 1.491], [1.515, 0.569, 2.194], [3.853, 0.567, -1.599], [2.631, 0.930, -2.839], [2.575, -0.621, -1.958], [3.491, 3.087, 0.262], [1.913, 3.696, 0.810], [2.375, 3.832, -0.906], [-2.587, 0.791, -2.731], [-3.743, 2.868, -2.660], [-2.335, 3.235, -0.749], [-4.326, 4.219, -4.256], [0.217, 3.380, -3.559], [-0.163, 2.702, -2.748]], "nbo_charge": [0.064, -0.969, 1.272, -0.969, -0.735, -0.073, -0.193, -0.178, -0.183, -0.196, -0.072, -0.721, 1.202, -0.959, -0.955, 0.261, 0.251, 0.255, 0.258, 0.260, 0.256, 0.262, 0.248, 0.221, 0.241, 0.241, 0.220, 0.265, 0.251, 0.263, 0.253, 0.264, 0.264, 0.259, 0.255, -0.343, 1.274, -0.230, -0.288, -0.353, 0.558], "multiplicity": 1, "e_homo_ev": -14.4, "e_tot_ha": -2601.6663, "e_above_lowest_ev": 0.000, "charge": 2, "orbital_gap_ev": 5.292}


{"formula": "C42H55BrN4OPPd", "method": "ωB97M-V with the def2-TZVPD basis set", "symbols": ["Pd", "C", "N", "C", "C", "C", "C", "C", "C", "N", "C", "C", "C", "C", "C", "C", "N", "C", "C", "C", "C", "C", "N", "H", "H", "H", "H", "H", "H", "H", "H", "H", "H", "H", "H", "H", "H", "H", "H", "H", "H", "O", "P", "C", "C", "C", "C", "C", "C", "C", "C", "C", "C", "C", "C", "C", "C", "C", "C", "C", "C", "H", "H", "H", "H", "H", "H", "H", "H", "H", "H", "H", "H", "H", "H", "H", "H", "H", "H", "H", "H", "H", "H", "H", "H", "H", "H", "H", "H", "H", "H", "H", "H", "H", "Br", "C", "C", "C", "C", "C", "C", "H", "H", "H", "H"], "xyz": [[0.239, 0.413, -0.065], [2.095, 2.587, -0.318], [0.752, 2.393, -0.918], [-0.130, 3.501, -0.531], [-2.424, 2.483, -0.033], [-3.862, 2.239, -0.265], [-4.455, 1.041, 0.326], [-3.769, 0.343, 1.241], [-2.373, 0.650, 1.411], [-1.719, 1.573, 0.777], [0.736, 2.121, -2.370], [-0.308, 1.096, -2.766], [-0.802, 1.041, -4.057], [-1.712, 0.051, -4.398], [-2.121, -0.856, -3.430], [-1.587, -0.753, -2.161], [-0.696, 0.194, -1.842], [2.189, 2.051, 1.096], [3.090, 2.569, 2.007], [3.192, 1.991, 3.265], [2.387, 0.909, 3.585], [1.510, 0.432, 2.631], [1.414, 0.997, 1.425], [2.373, 3.645, -0.318], [2.827, 2.064, -0.937], [0.231, 4.428, -0.989], [-0.044, 3.626, 0.553], [-4.323, 2.642, -1.158], [-5.466, 0.787, 0.035], [-4.193, -0.501, 1.767], [-1.780, -0.012, 2.036], [1.715, 1.739, -2.663], [0.578, 3.041, -2.943], [-0.469, 1.763, -4.791], [-2.099, -0.010, -5.406], [-2.832, -1.639, -3.653], [-1.853, -1.445, -1.372], [3.708, 3.414, 1.734], [3.894, 2.385, 3.988], [2.435, 0.436, 4.555], [0.879, -0.429, 2.809], [1.141, -1.445, -0.075], [1.882, -2.657, -0.637], [0.887, -4.142, -0.319], [0.305, -4.111, 1.120], [-1.125, -3.580, 1.128], [-2.067, -4.508, 0.348], [-1.349, -5.180, -0.833], [-0.234, -4.290, -1.371], [2.055, -2.491, -2.432], [2.766, -1.195, -2.843], [2.880, -1.155, -4.364], [3.795, -2.293, -4.872], [4.002, -3.385, -3.817], [2.695, -3.736, -3.111], [3.558, -2.848, 0.067], [3.648, -3.773, 1.300], [3.515, -2.972, 2.591], [4.731, -2.049, 2.769], [5.312, -1.620, 1.417], [4.216, -1.475, 0.364], [1.554, -5.003, -0.418], [0.926, -3.513, 1.787], [0.314, -5.126, 1.524], [-1.113, -2.573, 0.691], [-1.473, -3.469, 2.157], [-2.936, -3.946, -0.008], [-2.461, -5.273, 1.017], [-2.058, -5.417, -1.627], [-0.919, -6.134, -0.521], [-0.650, -3.309, -1.623], [0.177, -4.700, -2.294], [1.016, -2.398, -2.773], [3.765, -1.143, -2.409], [2.213, -0.335, -2.448], [3.262, -0.188, -4.695], [1.876, -1.258, -4.792], [4.764, -1.891, -5.165], [3.363, -2.735, -5.771], [4.746, -3.063, -3.082], [4.415, -4.279, -4.284], [2.866, -4.543, -2.394], [1.993, -4.136, -3.846], [4.099, -3.329, -0.757], [4.628, -4.256, 1.287], [2.925, -4.587, 1.250], [3.412, -3.641, 3.445], [2.596, -2.375, 2.551], [5.501, -2.551, 3.356], [4.439, -1.167, 3.344], [6.043, -2.352, 1.067], [5.859, -0.681, 1.518], [4.635, -1.052, -0.548], [3.458, -0.771, 0.722], [-5.500, 6.567, -1.043], [-4.234, 5.208, -0.801], [-4.142, 4.633, 0.462], [-3.628, 3.376, 0.785], [-1.616, 3.388, -0.824], [-2.119, 4.272, -1.744], [-3.357, 4.936, -1.843], [-4.597, 5.164, 1.292], [-3.641, 3.087, 1.829], [-1.390, 4.663, -2.449], [-3.502, 5.518, -2.747]], "lowdin_charge": [1.035, -0.084, -0.209, -0.102, -0.249, -0.100, 0.038, 0.000, -0.081, 0.077, -0.088, -0.236, 0.017, 0.002, -0.008, -0.097, -0.023, -0.232, 0.023, 0.006, -0.016, -0.091, -0.043, 0.144, 0.142, 0.145, 0.150, 0.163, 0.146, 0.132, 0.118, 0.126, 0.141, 0.137, 0.134, 0.129, 0.109, 0.137, 0.135, 0.131, 0.123, -0.434, 0.864, -0.334, -0.175, -0.202, -0.180, -0.171, -0.191, -0.351, -0.203, -0.176, -0.166, -0.188, -0.170, -0.308, -0.170, -0.184, -0.174, -0.178, -0.182, 0.128, 0.084, 0.135, 0.070, 0.115, 0.104, 0.118, 0.118, 0.125, 0.082, 0.115, 0.105, 0.101, 0.074, 0.111, 0.109, 0.117, 0.118, 0.109, 0.125, 0.107, 0.123, 0.122, 0.132, 0.097, 0.123, 0.082, 0.121, 0.091, 0.123, 0.116, 0.102, 0.086, 0.925, -0.656, -0.026, 0.013, -0.092, 0.016, -0.045, 0.141, 0.166, 0.138, 0.124], "multiplicity": 1, "e_homo_ev": [-16.3, -16.3], "e_tot_ha": -4970.0461, "e_above_lowest_ev": 0.000, "charge": 3, "orbital_gap_ev": [6.744, 6.743]}


{"formula": "C5H10N2S", "method": "ωB97M-V with the def2-TZVPD basis set", "symbols": ["C", "C", "C", "C", "C", "N", "N", "S", "H", "H", "H", "H", "H", "H", "H", "H", "H", "H"], "xyz": [[-1.558, -1.936, -0.152], [-0.152, -2.122, 0.247], [0.697, -0.986, -0.231], [1.068, 2.058, 0.459], [0.226, 1.438, -0.679], [-0.227, 0.141, -0.285], [-1.533, -0.088, -0.025], [-2.734, 0.871, 0.114], [-2.320, -2.244, 0.541], [-0.295, -2.101, 1.290], [0.240, -3.066, -0.102], [1.337, -0.571, 0.453], [1.084, -1.331, -1.185], [1.919, 1.395, 0.706], [1.511, 2.974, 0.132], [0.480, 2.326, 1.321], [-0.615, 2.001, -0.969], [0.873, 1.241, -1.635]], "nbo_charge": [-0.206, -0.524, -0.211, -0.617, -0.234, -0.179, -0.273, 0.163, 0.158, 0.194, 0.236, 0.211, 0.207, 0.204, 0.219, 0.223, 0.232, 0.198], "multiplicity": 1, "e_homo_ev": [-6.9, -6.9], "e_tot_ha": -704.0011, "e_above_lowest_ev": 6.060, "orbital_gap_ev": [6.543, 6.545]}


{"formula": "C4H6FO4Pb", "method": "ωB97M-V with the def2-TZVPD basis set", "symbols": ["C", "O", "H", "H", "H", "C", "O", "C", "C", "O", "O", "F", "H", "H", "H", "Pb"], "xyz": [[-0.555, -1.011, -2.627], [-0.224, -1.515, -1.379], [-1.622, -1.184, -2.884], [-0.383, 0.085, -2.703], [0.060, -1.494, -3.417], [0.213, 1.340, 2.043], [0.964, 1.497, 0.985], [1.049, 0.343, 0.130], [-0.266, -0.431, 0.231], [-0.699, 0.422, 1.987], [0.533, 1.769, 3.166], [2.095, -0.393, 0.585], [1.271, 0.722, -0.871], [-1.095, 0.166, -0.174], [-0.126, -1.359, 0.792], [-1.215, 1.041, 4.134]], "nbo_charge": [-0.254, -0.642, 0.163, 0.140, 0.196, 1.001, -0.454, 0.416, -0.127, -0.780, -0.774, -0.312, 0.214, 0.246, 0.262, 1.707], "multiplicity": 1, "e_homo_ev": -11.7, "e_tot_ha": -749.3021, "e_above_lowest_ev": 2.884, "charge": 1, "orbital_gap_ev": 4.766}


{"formula": "C20H48F5N15O7P", "method": "ωB97M-V with the def2-TZVPD basis set", "symbols": ["F", "C", "F", "F", "C", "F", "F", "C", "C", "C", "P", "C", "C", "C", "C", "N", "C", "C", "C", "C", "H", "H", "H", "H", "H", "H", "H", "H", "H", "H", "H", "H", "H", "H", "H", "H", "H", "H", "H", "H", "C", "O", "N", "N", "H", "H", "H", "H", "C", "O", "N", "N", "H", "H", "H", "H", "C", "O", "N", "N", "H", "H", "H", "H", "C", "O", "N", "N", "H", "H", "H", "H", "C", "O", "N", "N", "H", "H", "H", "H", "C", "O", "N", "N", "H", "H", "H", "H", "C", "O", "N", "N", "H", "H", "H", "H"], "xyz": [[2.723, -1.061, -1.057], [2.067, -2.198, -1.322], [2.360, -2.567, -2.566], [2.524, -3.146, -0.502], [0.507, -2.015, -1.171], [0.083, -2.937, -0.254], [-0.075, -2.351, -2.327], [0.077, -0.661, -0.652], [-1.325, -0.237, -1.142], [-2.187, 0.342, 0.028], [-3.876, -0.336, -0.033], [-5.083, 0.751, -0.839], [-6.276, -0.143, -1.253], [-7.492, 0.658, -1.709], [-8.644, -0.293, -1.997], [-9.316, -0.752, -0.799], [-10.282, -1.696, -0.844], [-10.753, -1.914, 0.389], [-10.021, -1.058, 1.246], [-9.155, -0.374, 0.503], [0.042, -0.752, 0.429], [0.778, 0.137, -0.868], [-1.847, -1.076, -1.583], [-1.207, 0.557, -1.871], [-1.771, 0.004, 0.973], [-2.213, 1.426, 0.034], [-4.359, -0.650, 1.259], [-3.922, -1.530, -0.763], [-5.379, 1.528, -0.143], [-4.636, 1.184, -1.729], [-5.936, -0.792, -2.053], [-6.556, -0.729, -0.376], [-7.233, 1.128, -2.658], [-7.758, 1.456, -1.023], [-9.372, 0.240, -2.608], [-8.271, -1.113, -2.607], [-10.643, -2.192, -1.727], [-11.533, -2.591, 0.671], [-10.157, -0.969, 2.308], [-8.451, 0.369, 0.822], [-5.158, -0.519, 4.225], [-5.095, -0.611, 2.996], [-6.334, -0.625, 4.885], [-4.059, -0.311, 4.998], [-6.418, -0.557, 5.882], [-7.160, -0.783, 4.336], [-3.173, -0.230, 4.536], [-4.092, -0.236, 5.998], [3.811, -6.760, 1.678], [3.775, -7.617, 2.534], [2.942, -5.694, 1.669], [4.714, -6.779, 0.649], [2.948, -4.973, 0.975], [2.270, -5.652, 2.412], [5.362, -7.543, 0.625], [4.757, -6.080, -0.067], [-1.671, -4.777, 3.230], [-1.729, -5.637, 4.079], [-2.533, -3.703, 3.211], [-0.751, -4.795, 2.213], [-2.507, -2.983, 2.517], [-3.224, -3.658, 3.937], [-0.110, -5.566, 2.187], [-0.692, -4.089, 1.505], [6.455, 0.708, 0.305], [7.200, 1.484, 0.878], [6.869, -0.017, -0.783], [5.160, 0.519, 0.692], [6.289, -0.663, -1.283], [7.820, 0.116, -1.078], [4.842, 1.051, 1.480], [4.528, -0.106, 0.232], [8.482, 5.232, -0.197], [8.815, 6.140, -0.944], [7.993, 5.469, 1.062], [8.548, 3.919, -0.542], [7.710, 4.742, 1.691], [7.924, 6.425, 1.356], [8.884, 3.703, -1.460], [8.256, 3.172, 0.065], [4.436, 6.861, -1.564], [3.262, 7.199, -1.627], [5.470, 7.748, -1.675], [4.821, 5.568, -1.379], [6.438, 7.479, -1.628], [5.234, 8.712, -1.813], [4.097, 4.883, -1.297], [5.780, 5.272, -1.338], [6.724, 3.026, -3.513], [6.795, 3.968, -2.748], [6.633, 3.168, -4.868], [6.724, 1.739, -3.036], [6.574, 2.397, -5.506], [6.629, 4.103, -5.231], [6.796, 1.630, -2.040], [6.656, 0.924, -3.616]], "lowdin_charge": [0.149, -0.526, 0.187, 0.165, -0.417, 0.088, 0.144, -0.065, -0.193, -0.292, 1.099, -0.313, -0.271, -0.185, -0.141, -0.105, -0.117, -0.084, -0.103, -0.128, 0.125, 0.132, 0.084, 0.122, 0.079, 0.104, 0.009, 0.055, 0.104, 0.102, 0.113, 0.103, 0.123, 0.116, 0.131, 0.129, 0.126, 0.099, 0.094, 0.111, -0.657, -0.058, 0.178, 0.169, 0.111, 0.113, 0.102, 0.109, -0.682, 0.046, 0.146, 0.148, 0.061, 0.087, 0.105, 0.085, -0.678, 0.057, 0.142, 0.156, 0.066, 0.098, 0.094, 0.056, -0.662, 0.032, 0.135, 0.168, 0.100, 0.115, 0.109, 0.068, -0.696, 0.009, 0.151, 0.158, 0.089, 0.099, 0.093, 0.056, -0.692, -0.006, 0.159, 0.155, 0.085, 0.099, 0.092, 0.056, -0.654, 0.021, 0.161, 0.150, 0.092, 0.110, 0.049, 0.089], "multiplicity": 1, "e_homo_ev": -10.4, "e_tot_ha": -2979.6113, "charge": 1, "orbital_gap_ev": 7.558}


{"formula": "C6H14N3O", "method": "ωB97M-V with the def2-TZVPD basis set", "symbols": ["C", "C", "N", "N", "C", "N", "C", "C", "C", "O", "H", "H", "H", "H", "H", "H", "H", "H", "H", "H", "H", "H", "H", "H"], "xyz": [[1.994, -0.717, 2.489], [0.521, -0.899, 2.170], [-0.266, 0.261, 2.443], [-0.991, 0.557, 1.519], [-0.817, -0.402, 0.428], [-0.638, 0.281, -0.889], [-1.822, 1.122, -1.151], [-0.491, -0.742, -1.940], [0.573, 1.125, -0.838], [0.260, -1.185, 0.778], [2.478, -0.099, 1.735], [2.487, -1.684, 2.529], [2.080, -0.231, 3.458], [0.106, -1.709, 2.792], [-1.825, -1.069, 0.348], [-2.708, 0.501, -1.277], [-1.983, 1.799, -0.311], [-1.661, 1.704, -2.059], [-0.319, -0.260, -2.904], [0.349, -1.393, -1.702], [-1.395, -1.347, -2.004], [0.754, 1.568, -1.814], [0.438, 1.918, -0.103], [1.430, 0.513, -0.562]], "nbo_charge": [-0.631, 0.163, -0.040, -0.162, 0.336, -0.230, -0.427, -0.419, -0.432, -0.519, 0.219, 0.245, 0.254, 0.222, 0.211, 0.239, 0.261, 0.242, 0.241, 0.253, 0.238, 0.243, 0.247, 0.247], "multiplicity": 1, "e_homo_ev": -14.2, "e_tot_ha": -476.2274, "e_above_lowest_ev": 0.914, "charge": 1, "orbital_gap_ev": 10.776}


{"formula": "C2HOS2", "method": "ωB97M-V with the def2-TZVPD basis set", "symbols": ["C", "C", "O", "S", "S", "H"], "xyz": [[0.644, 0.026, 0.107], [-0.773, 0.025, -0.294], [-1.369, 0.170, -1.332], [1.648, 1.195, 0.616], [-1.279, -0.619, 1.217], [1.128, -0.797, -0.314]], "nbo_charge": [-0.364, 0.330, -0.609, -0.206, -0.338, 0.187], "multiplicity": 1, "e_homo_ev": -3.7, "e_tot_ha": -948.4567, "e_above_lowest_ev": 0.000, "charge": -1, "orbital_gap_ev": 7.371}


{"formula": "C18H26BF4N2OPtSi", "method": "ωB97M-V with the def2-TZVPD basis set", "symbols": ["Pt", "C", "C", "C", "C", "C", "C", "C", "C", "C", "C", "N", "C", "C", "C", "C", "C", "N", "H", "H", "H", "H", "H", "H", "H", "H", "H", "H", "H", "H", "H", "H", "H", "H", "H", "F", "B", "F", "F", "F", "C", "Si", "C", "C", "O", "H", "H", "H", "H", "H", "H", "H", "H", "H"], "xyz": [[8.938, 10.692, 6.454], [11.730, 14.885, 5.088], [11.215, 14.261, 6.411], [12.049, 13.231, 7.158], [13.420, 13.324, 7.204], [14.243, 12.310, 7.659], [13.638, 11.133, 8.035], [12.254, 10.884, 8.020], [11.734, 9.556, 8.451], [12.185, 8.391, 7.520], [11.497, 11.991, 7.605], [10.119, 11.984, 7.695], [9.451, 12.847, 8.322], [8.042, 12.884, 8.164], [6.987, 13.759, 8.552], [5.849, 13.267, 8.020], [6.209, 12.087, 7.308], [7.506, 11.888, 7.436], [11.138, 15.774, 4.824], [11.502, 14.231, 4.235], [12.757, 15.159, 5.051], [10.286, 13.778, 6.088], [11.024, 15.055, 7.131], [13.890, 14.291, 6.981], [15.292, 12.443, 7.777], [14.283, 10.324, 8.298], [10.649, 9.633, 8.637], [12.217, 9.478, 9.444], [11.414, 8.284, 6.781], [12.317, 7.444, 8.120], [13.145, 8.668, 7.031], [9.918, 13.583, 8.951], [7.116, 14.664, 9.161], [4.854, 13.616, 8.126], [5.531, 11.449, 6.717], [7.962, 13.030, 2.892], [7.751, 12.646, 4.161], [8.852, 11.525, 4.516], [6.601, 12.008, 4.392], [8.104, 13.568, 5.112], [7.798, 6.489, 5.197], [7.565, 7.869, 6.427], [7.591, 7.352, 8.208], [6.049, 8.940, 6.027], [8.927, 8.809, 6.285], [7.345, 5.560, 5.415], [8.881, 6.205, 5.075], [7.441, 6.724, 4.187], [6.750, 6.747, 8.562], [7.726, 8.214, 8.927], [8.476, 6.815, 8.379], [5.238, 8.351, 5.687], [6.326, 9.559, 5.164], [5.814, 9.487, 6.970]], "lowdin_charge": [1.555, -0.062, -0.177, -0.136, -0.026, -0.026, -0.025, -0.163, -0.197, -0.055, -0.175, -0.031, -0.030, -0.203, 0.039, 0.026, -0.027, -0.068, 0.087, 0.086, 0.054, 0.082, 0.117, 0.133, 0.114, 0.118, 0.089, 0.129, 0.037, 0.100, 0.086, 0.167, 0.142, 0.122, 0.132, 0.226, -1.210, -0.158, 0.202, 0.156, -0.143, 0.347, -0.155, -0.154, -0.450, 0.018, 0.061, 0.046, 0.048, 0.054, 0.009, 0.028, 0.034, 0.026], "multiplicity": 5, "e_homo_ev": [-12.2, -12.2], "e_tot_ha": -1719.2178, "e_above_lowest_ev": 0.137, "charge": 1, "s2": 6.05, "orbital_gap_ev": [7.950, 5.184]}